One molecule with the formula C3H6 in a non-equilibrium geometry. Source: OMol25; level of theory: ωB97M-V/def2-TZVPD.

The geometry in XYZ format:
```
9
Properties=species:S:1:pos:R:3:forces:R:3:nbo_charge:R:1
C -0.681216 0.604042 1.159482 2.51 9.94 -0.13 -0.23
C 0.101794 0.052352 0.242087 2.02 -1.08 -4.92 -0.54
C 0.372026 -0.062518 -1.408717 -4.12 1.48 2.61 -0.28
H -0.297550 1.662418 1.455756 -1.27 -1.75 0.30 0.15
H -1.377192 0.186250 1.646884 -5.46 -2.88 3.28 0.16
H -0.304234 -0.865422 0.422874 0.39 -4.08 -0.54 0.24
H 0.686210 -1.026679 -1.528796 2.32 -2.38 -0.63 0.14
H -0.663856 -0.215142 -1.761790 0.09 0.91 -0.75 0.13
H 1.015968 0.280195 0.615153 3.51 -0.16 0.78 0.22
```
Forces are in eV/Å.

## Properties
Charge: 0
Kohn-Sham gap (alpha / beta) in eV: 7.049 / 9.421
Energy relative to the best compared isomer or geometry (same formula, charge and spin) in kcal per mole: 150.3
Spin multiplicity: 1
HOMO (alpha / beta) in Ha: -0.2794 / -0.3432

C25H67FInN14O6 as an isolated structure in a non-equilibrium geometry. Source: OMol25; level of theory: ωB97M-V/def2-TZVPD.

The geometry in XYZ format:
```
114
Properties=species:S:1:pos:R:3:forces:R:3:mulliken_charge:R:1
In -2.667201 2.898219 0.382427 -0.05 -0.20 0.18 0.93
F 0.477104 5.066142 -1.735704 0.24 0.11 -0.04 -0.42
O -1.707739 -6.230151 -6.292466 -0.01 -0.01 -0.04 -0.66
O 1.834006 7.594724 1.827183 0.45 0.20 0.22 -0.68
O -1.402045 -2.666223 -3.780708 0.03 -0.19 0.05 -0.65
O 6.606921 -8.062763 2.322909 0.01 -0.02 -0.02 -0.68
O -4.875608 -1.182645 2.244568 0.01 -0.07 0.01 -0.62
O 3.007583 -4.201479 2.753027 0.30 -0.31 0.13 -0.70
N 1.922054 -3.499417 4.609950 0.11 -0.11 0.02 -0.48
N -2.348470 -5.480402 -4.247984 0.19 -0.16 -0.10 -0.25
N -0.073106 7.691016 3.052225 -0.01 0.13 0.24 -0.33
N 5.570326 -6.461237 1.085725 -0.02 -0.02 -0.04 -0.30
N -3.413420 -7.280442 -5.232025 0.00 -0.01 0.01 -0.39
N -6.753233 -0.885960 3.475311 -0.03 -0.01 -0.01 -0.42
N -0.049291 6.650364 0.986413 1.14 1.21 0.14 -0.30
N -0.884740 -1.579528 -5.698859 -0.01 -0.02 0.02 -0.40
N 4.994204 -6.783984 3.285727 -0.20 0.04 0.05 -0.30
N 1.398466 -5.531996 3.637176 0.16 -0.02 0.07 -0.40
N -6.480304 0.240279 1.475201 0.07 -0.29 -0.27 -0.35
N -4.430703 1.857147 -0.314513 -0.15 0.15 -0.42 -0.61
N -2.181948 5.336637 2.166270 -0.78 -0.25 0.06 -0.45
N -0.359576 -0.660351 -3.644058 0.04 -0.13 -0.04 0.07
C -1.382551 1.600384 1.653320 0.07 0.33 -0.21 -1.69
C 2.164875 -4.400536 3.616077 -0.32 0.15 0.01 0.83
C 2.823264 -1.050006 -1.741054 -0.39 0.07 0.09 -1.28
C 5.783017 -7.166785 2.237731 -0.06 0.12 0.00 0.46
C -0.245968 -0.679002 1.116789 -0.30 0.21 -0.28 -1.51
C 3.250459 4.151498 0.625909 -0.04 -0.11 -0.06 -0.64
C -3.057470 0.280343 -1.574969 -0.39 0.13 -0.68 -0.04
C 3.792400 1.341459 -1.956637 -0.31 -0.19 0.10 -1.09
C -1.370692 3.525555 -1.351802 0.20 0.08 0.33 -1.24
C 3.423170 2.733779 -1.468128 0.29 -0.05 -0.01 -0.92
C 2.559545 0.438715 -1.981507 0.22 -0.25 0.02 1.15
C 0.669676 -2.871928 0.241955 0.06 -0.26 -0.67 -1.16
C -0.229291 4.290293 -0.764541 -0.67 -0.42 -0.01 1.54
C 3.067678 2.771449 0.015345 -0.03 0.24 -0.13 1.00
C -4.209858 1.284860 -1.658426 -0.01 0.20 0.72 -0.60
C -0.041181 -1.562728 -0.123362 -0.40 -0.23 0.48 1.54
C -0.336796 0.827128 0.825849 -0.17 -0.09 0.35 1.39
C -5.956078 -0.637583 2.372733 -0.15 0.11 0.01 0.62
C 2.167657 -2.905077 -0.126188 0.03 0.23 0.53 -0.19
C -2.434838 -6.315761 -5.315022 -0.06 0.05 0.10 0.67
C 0.650354 7.329679 1.943490 -0.59 -0.44 -0.77 0.45
C -3.371768 4.671479 1.543000 0.60 0.00 0.00 -1.21
C 2.745595 -1.495739 -0.268246 0.65 0.10 -0.34 -0.40
C -0.910959 -1.693242 -4.334495 0.04 0.15 -0.08 0.70
C 2.694576 4.240184 2.033324 -0.01 0.32 -0.01 -1.06
H -4.027864 -7.375950 -4.447267 0.00 0.02 0.02 0.16
H 2.675785 -3.441645 0.670041 0.16 -0.07 -0.07 -0.18
H 2.019083 2.503620 0.149926 0.11 -0.26 0.06 -1.59
H 4.323984 -6.034610 3.217995 0.08 0.09 -0.06 0.22
H 2.886610 5.222539 2.457007 -0.01 0.12 0.07 0.33
H 2.147004 -0.787484 0.298270 0.08 0.09 0.09 0.01
H 0.567184 -3.045387 1.312093 -0.05 0.05 0.15 0.23
H 0.689807 -5.706516 4.323296 -0.03 0.04 -0.01 0.15
H 1.870844 0.791157 -1.214575 -0.20 -0.01 0.04 -0.78
H 0.173806 -3.713466 -0.241094 -0.07 -0.09 -0.04 0.38
H -1.022029 6.418913 1.063419 -0.35 -0.24 0.54 0.32
H 2.044017 0.547724 -2.935358 -0.01 0.18 -0.13 0.20
H 4.533445 0.889643 -1.294695 0.15 0.09 0.14 0.48
H -0.864688 2.248797 2.363042 0.01 0.02 0.21 0.49
H 4.253954 3.416167 -1.654818 0.06 0.12 -0.01 0.52
H -2.949683 -5.542483 -3.449422 -0.04 0.03 -0.01 0.15
H 1.613697 4.113382 2.006772 -0.16 -0.13 0.11 -0.01
H -1.022415 -1.789756 -0.537546 -0.12 0.03 -0.13 0.78
H 0.041789 0.147838 -4.079928 -0.05 0.02 -0.01 0.16
H -6.397654 -1.522835 4.160752 0.04 0.00 0.01 0.22
H -3.829109 5.398281 0.874972 -0.24 0.07 -0.02 0.34
H 0.452038 6.364580 0.165883 0.30 0.40 0.04 0.14
H -7.644944 -0.454869 3.620361 0.00 0.03 0.00 0.14
H 6.125155 -6.704578 0.288285 0.02 -0.01 0.00 0.18
H -1.911235 4.180627 -2.032336 -0.22 -0.05 -0.12 0.61
H -2.481396 5.897611 2.956414 -0.05 0.00 0.15 0.28
H 1.221398 -3.627068 5.314205 -0.06 0.02 -0.04 0.15
H -2.829416 0.077978 -0.533437 0.05 -0.15 0.13 -0.11
H 2.458327 -2.652133 4.600263 -0.02 0.04 -0.04 0.22
H 2.348625 -3.453125 -1.049639 -0.10 -0.08 -0.14 0.45
H -0.536275 0.952844 -0.239459 0.13 0.01 -0.20 -0.34
H -5.926725 0.486049 0.656138 0.32 0.32 0.28 0.19
H -4.088144 4.382823 2.313801 -0.24 -0.06 -0.07 0.34
H 3.754403 -1.437059 0.141394 0.06 -0.09 0.20 0.74
H -1.576043 4.624004 2.554762 0.17 0.03 0.03 0.06
H 0.414033 8.184447 3.774689 0.05 0.00 -0.01 0.21
H -0.561576 5.006045 -0.014711 -0.01 -0.68 -0.40 -0.78
H -1.180059 -0.991746 1.582653 -0.05 -0.11 0.17 0.67
H -1.280756 -2.332128 -6.230264 0.01 -0.03 0.00 0.25
H -2.015622 0.938539 2.241265 -0.08 -0.15 0.01 0.50
H 2.571518 3.095833 -2.044389 -0.05 0.19 -0.13 0.25
H 3.794031 -1.349767 -2.135874 0.10 0.03 -0.22 0.51
H -0.985259 2.654197 -1.880148 -0.11 -0.05 -0.28 -0.11
H 2.077583 -1.607461 -2.307322 -0.04 -0.17 -0.06 0.34
H 2.734725 4.872002 -0.009957 0.00 0.17 -0.03 0.26
H -3.322025 -0.643086 -2.086370 0.10 -0.24 0.08 0.55
H 4.306643 4.423012 0.614728 0.13 0.04 -0.03 0.51
H -5.121791 0.792773 -2.013500 -0.07 -0.12 -0.05 0.38
H 3.126836 3.492029 2.694548 0.03 -0.19 0.05 0.45
H -0.491967 -0.793054 -6.178440 0.01 0.02 0.02 0.14
H -2.190395 0.682938 -2.090069 0.27 0.00 0.16 -0.21
H -3.977969 2.070169 -2.387544 0.09 -0.06 -0.24 0.26
H 4.899567 -5.716917 1.013705 0.00 0.02 0.07 0.21
H -3.503138 -7.909154 -6.005940 0.01 0.00 -0.03 0.22
H 3.672331 2.039997 0.554267 0.03 -0.12 0.15 0.62
H -0.380614 -0.711837 -2.640157 -0.06 0.02 0.00 -0.39
H 5.114613 -7.262006 4.157162 0.07 -0.04 -0.01 0.17
H 4.245036 1.379555 -2.947136 0.06 0.01 -0.12 0.41
H -7.377691 0.666084 1.600054 0.00 0.01 0.07 0.15
H 0.500469 -1.018863 -0.892794 0.08 0.02 0.00 -1.81
H 0.547707 -0.875208 1.837880 0.09 0.00 0.13 0.41
H 1.538709 -6.197482 2.900192 -0.03 0.02 -0.05 0.24
H -1.652737 -4.750931 -4.265254 -0.15 0.23 0.05 0.14
H 0.503827 3.613061 -0.326555 0.04 0.11 0.11 -0.01
H -1.045746 7.482546 3.169241 0.02 -0.08 -0.15 0.15
H -5.124789 2.593367 -0.436382 -0.10 0.03 0.12 0.13
H 0.643075 1.261060 1.033962 0.08 0.07 -0.27 -0.37
```
Forces are in eV/Å.

## Properties
Charge: -1
Kohn-Sham gap in eV: 6.769
Spin multiplicity: 1
HOMO in Ha: -0.1795